(1)
C24H52AsBF6MgN4O24 | wB97M-V/def2-TZVPD

The geometry in XYZ format:
```
113
Properties=species:S:1:pos:R:3:forces:R:3:lowdin_charge:R:1
Mg -1.135 -2.561 -2.373 0.6 0.3 2.8 0.568
O -0.353 -3.866 -1.168 0.1 -0.3 -0.9 0.096
C 0.034 -4.553 -0.251 1.0 0.0 0.6 -0.326
O 1.164 -5.182 -0.203 -0.5 0.5 -0.5 0.295
B 1.310 -5.769 1.149 0.6 -1.0 1.5 -0.843
O -0.023 -5.584 1.805 0.5 0.4 -0.6 0.266
C -0.687 -4.717 1.085 -0.5 -0.1 0.6 -0.388
O -1.674 -4.113 1.388 -0.3 0.0 -0.1 0.161
O 2.382 -5.120 1.945 -1.3 0.4 -0.5 0.232
C 3.267 -6.022 2.302 2.1 0.1 -0.6 -0.386
O 4.346 -5.778 2.780 -1.0 -0.4 0.2 0.152
C 2.846 -7.378 1.686 -0.2 0.2 0.4 -0.377
O 1.675 -7.171 1.074 -0.2 0.0 -0.3 0.233
O 3.459 -8.393 1.714 0.1 -0.2 0.0 0.177
As 0.396 -0.314 0.271 0.9 0.2 0.4 0.826
F 1.478 0.443 1.383 -0.5 -0.3 -0.1 -0.210
F 1.739 -0.717 -0.794 -0.5 0.4 0.3 -0.233
F -0.617 -1.110 -0.948 -0.6 0.2 -0.2 -0.237
F -1.016 0.049 1.241 0.7 -0.2 -0.6 -0.234
F 0.152 1.218 -0.537 0.0 -0.5 -0.2 -0.239
F 0.524 -1.881 1.003 0.1 0.4 0.2 -0.190
C -0.253 3.583 -2.692 0.1 0.8 1.7 0.032
N 0.596 4.453 -3.549 -0.6 -1.0 -1.1 -0.448
O 1.115 3.863 -4.488 0.1 0.4 0.2 0.048
O 0.712 5.624 -3.300 0.0 0.1 0.3 0.089
H -0.386 2.597 -3.105 0.3 0.0 -0.2 0.065
H -1.195 4.044 -2.397 0.0 0.3 -0.7 0.096
H 0.285 3.587 -1.739 0.1 -0.6 -0.1 0.096
C 3.238 2.365 2.677 0.0 0.1 -0.1 0.027
N 4.030 3.088 3.711 0.0 0.2 1.1 -0.428
O 4.055 4.309 3.643 0.0 -0.7 -0.3 0.045
O 4.545 2.448 4.619 -0.2 0.2 -0.8 0.056
H 3.730 2.564 1.729 -0.1 -0.1 0.0 0.094
H 2.233 2.778 2.704 0.1 0.2 -0.1 0.087
H 3.189 1.302 2.875 0.3 0.0 0.2 0.078
C -3.922 2.054 3.836 -0.4 0.1 1.1 0.056
N -4.394 1.771 2.458 -0.1 1.2 0.4 -0.420
O -3.858 0.903 1.817 0.2 -0.5 -0.3 0.053
O -5.293 2.479 2.051 -0.2 -0.2 -0.1 0.062
H -2.843 2.114 3.915 0.0 -0.3 -0.4 0.099
H -4.339 1.301 4.505 0.3 -0.4 -0.3 0.105
H -4.366 2.979 4.192 0.1 0.2 -0.5 0.098
C -2.187 -1.330 3.171 -0.3 -1.2 -0.4 0.019
N -3.234 -1.971 4.024 -0.3 1.3 0.4 -0.436
O -4.152 -2.535 3.474 0.0 -0.5 -0.5 0.056
O -3.193 -1.759 5.216 0.3 -0.2 0.4 0.059
H -1.648 -0.559 3.703 -0.3 0.1 0.1 0.100
H -2.744 -1.014 2.297 0.4 0.3 0.2 0.037
H -1.513 -2.138 2.887 0.1 0.1 -0.1 0.089
C 1.851 -2.507 -3.183 0.9 -0.6 0.5 -0.030
O 0.471 -2.183 -3.354 1.0 0.3 -1.0 -0.255
C 0.333 -1.039 -4.212 -1.2 -0.1 0.9 -0.107
C -1.168 -0.764 -4.375 0.7 0.9 -1.6 -0.151
O -1.868 -0.932 -3.157 0.1 0.7 -1.2 -0.243
C -2.736 0.144 -2.834 -0.6 0.3 0.6 -0.009
H 1.975 -3.249 -2.396 -0.4 0.1 0.1 0.103
H 2.418 -1.626 -2.888 -0.1 0.1 -0.1 0.098
H 2.291 -2.952 -4.081 -0.3 0.2 -0.2 0.108
H 0.797 -1.280 -5.167 0.1 0.5 -0.1 0.149
H 0.716 -0.160 -3.688 0.7 -0.2 -0.2 0.147
H -1.562 -1.306 -5.242 -0.5 -0.5 0.6 0.134
H -1.222 0.273 -4.722 -0.1 0.1 0.3 0.139
H -3.079 0.048 -1.805 0.2 -0.3 0.0 0.100
H -3.627 0.125 -3.466 0.2 0.1 -0.2 0.113
H -2.219 1.101 -2.892 0.0 -0.1 -0.2 0.094
C -1.537 -4.137 -4.977 0.3 -0.2 0.1 -0.012
O -2.016 -3.531 -3.772 -0.4 -1.1 -0.7 -0.251
C -3.177 -4.171 -3.230 -0.6 0.7 0.3 -0.110
C -3.768 -3.206 -2.199 -1.1 -0.2 0.7 -0.140
O -2.819 -2.686 -1.267 -0.3 -0.7 -0.9 -0.241
C -3.418 -2.064 -0.133 -0.5 0.3 0.8 -0.044
H -0.543 -3.743 -5.178 0.0 0.0 0.1 0.099
H -2.196 -3.887 -5.810 -0.1 -0.1 0.1 0.111
H -1.459 -5.214 -4.820 -0.1 0.0 -0.2 0.115
H -2.985 -5.161 -2.808 0.5 0.1 0.0 0.151
H -3.910 -4.304 -4.031 -0.1 0.1 0.0 0.145
H -4.536 -3.724 -1.617 0.0 -0.2 -0.2 0.150
H -4.284 -2.363 -2.672 0.2 0.0 -0.3 0.136
H -3.553 -2.733 0.720 0.4 -0.3 -0.3 0.089
H -4.425 -1.702 -0.358 0.2 0.2 -0.4 0.112
H -2.775 -1.245 0.178 0.0 0.0 -0.1 0.068
C -2.816 7.468 0.894 -0.2 -0.1 0.0 -0.105
O -3.531 6.693 1.827 0.1 0.1 0.4 -0.178
C -4.135 5.519 1.327 0.2 0.3 0.5 -0.193
C -3.155 4.504 0.762 -0.2 -0.4 -0.4 -0.227
O -2.300 4.045 1.775 -0.1 0.4 1.4 -0.189
C -1.181 3.292 1.374 -0.1 0.4 -0.6 -0.101
H -3.486 7.884 0.134 0.0 -0.1 -0.2 0.089
H -2.018 6.889 0.423 0.0 0.1 -0.1 0.077
H -2.371 8.306 1.426 0.0 -0.1 0.1 0.090
H -4.949 5.796 0.648 0.2 -0.2 -0.5 0.130
H -4.641 5.069 2.180 0.1 -0.1 0.1 0.116
H -2.567 4.901 -0.073 0.0 0.1 -0.1 0.107
H -3.762 3.665 0.397 0.0 0.0 -0.3 0.113
H -0.458 3.945 0.863 -0.2 -0.2 -0.5 0.091
H -1.545 2.464 0.763 0.5 -0.1 -0.1 0.064
H -0.603 2.931 2.224 -0.6 -0.2 0.3 0.088
C 4.607 -1.108 1.503 -0.1 -0.9 -1.3 -0.108
O 5.222 0.133 1.285 0.0 0.5 0.1 -0.187
C 6.487 0.257 1.883 0.4 -0.6 0.0 -0.214
C 7.250 1.431 1.327 -0.2 0.6 0.2 -0.205
O 6.386 2.564 1.345 0.3 -0.3 -0.8 -0.200
C 6.794 3.552 0.401 0.4 -0.1 1.2 -0.092
H 4.667 -1.506 2.517 -0.2 0.4 0.2 0.100
H 5.025 -1.878 0.832 0.5 0.0 0.3 0.090
H 3.599 -1.038 1.096 -0.2 0.2 0.7 0.060
H 7.070 -0.651 1.682 0.1 0.0 0.1 0.127
H 6.418 0.352 2.970 -0.3 0.1 0.1 0.129
H 7.672 1.256 0.332 -0.5 -0.1 -0.3 0.118
H 8.135 1.617 1.947 0.0 0.0 0.2 0.128
H 7.099 3.124 -0.555 -0.3 -0.1 -0.1 0.083
H 7.671 4.056 0.825 0.0 0.3 -0.2 0.088
H 5.972 4.257 0.320 0.0 0.1 -0.2 0.087
```
Forces are in eV/Å.

Values from the calculation:
Lowest unoccupied orbital energy: -0.038 hartree
Max |F|: 2.9 eV Å⁻¹
Kohn-Sham gap: 8.30 eV

---

(2)
C24H52N2NbO4 | wB97M-V/def2-TZVPD

The geometry in XYZ format:
```
83
Properties=species:S:1:pos:R:3:forces:R:3:lowdin_charge:R:1
C -0.590 -2.671 1.007 0.0 0.0 0.0 -0.104
O 0.442 -1.769 0.673 0.2 -0.1 -0.1 -0.223
C -0.043 -0.465 0.372 0.2 -0.2 0.3 -0.238
C 1.125 0.484 0.258 0.2 -0.3 0.3 -0.192
C 0.700 1.927 0.129 0.0 0.3 -0.2 -0.219
C -0.002 2.264 -1.184 0.4 0.2 -0.2 -0.210
C -0.751 3.603 -1.187 -0.2 -0.4 0.1 -0.212
C -2.262 3.400 -1.109 0.1 0.3 0.1 -0.236
C -2.718 2.744 0.191 -0.1 -0.3 0.0 -0.325
C -4.032 1.945 0.072 -0.2 0.0 0.0 -0.399
Nb -5.431 2.106 1.822 0.8 -0.5 -1.9 1.032
C -7.271 1.138 0.837 -0.1 0.0 1.0 -0.376
O -7.011 0.401 -0.379 0.1 0.3 -0.3 -0.154
C -6.269 -0.713 -0.339 0.0 0.0 0.3 -0.343
C -5.676 -1.114 -1.532 0.1 -0.2 -0.1 -0.028
C -4.896 -2.253 -1.572 0.0 0.1 0.0 -0.107
C -4.686 -3.011 -0.424 0.0 0.1 -0.1 -0.132
C -5.287 -2.611 0.755 0.1 -0.1 0.1 -0.102
C -6.074 -1.474 0.815 0.0 0.1 -0.1 -0.053
H -0.710 -2.731 2.088 -0.1 0.0 0.1 0.086
H -1.543 -2.382 0.567 -0.1 0.1 -0.1 0.079
H -0.324 -3.654 0.626 0.1 -0.2 0.0 0.081
H -0.679 -0.140 1.199 -0.3 0.1 -0.1 0.132
H -0.618 -0.519 -0.552 -0.2 0.1 -0.1 0.122
H 1.704 0.378 1.177 0.1 0.0 0.1 0.110
H 1.774 0.164 -0.558 0.0 0.1 -0.2 0.100
H 1.589 2.555 0.207 0.1 0.1 0.1 0.107
H 0.061 2.197 0.968 -0.1 0.0 0.1 0.107
H -0.686 1.467 -1.472 -0.1 -0.1 0.0 0.103
H 0.774 2.295 -1.949 0.0 -0.2 -0.2 0.106
H -0.426 4.187 -0.325 0.1 0.2 0.0 0.108
H -0.517 4.158 -2.093 0.1 0.2 0.0 0.096
H -2.745 4.374 -1.203 -0.2 0.0 -0.1 0.107
H -2.585 2.794 -1.956 0.0 -0.1 -0.1 0.103
H -2.757 3.504 0.971 0.0 0.2 0.1 0.071
H -1.951 2.041 0.506 0.1 -0.1 0.2 0.067
H -3.769 0.882 0.028 -0.1 -0.2 -0.1 0.021
H -4.517 2.179 -0.878 -0.2 0.0 -0.1 0.031
H -6.035 3.808 1.377 0.3 0.2 0.6 -0.157
H -6.661 2.174 3.212 -0.2 -0.1 -0.2 -0.174
H -4.773 0.559 2.607 0.2 0.4 0.6 -0.145
H -4.348 2.998 3.012 -0.7 -0.1 0.4 -0.173
H -7.845 0.532 1.540 -0.1 -0.2 -0.1 0.018
H -7.947 1.933 0.530 0.0 0.2 -0.1 0.030
H -5.827 -0.506 -2.410 0.0 0.1 -0.1 0.112
H -4.438 -2.540 -2.506 0.1 -0.1 -0.1 0.091
H -4.059 -3.888 -0.458 0.1 -0.1 0.0 0.085
H -5.132 -3.186 1.655 0.0 -0.1 0.1 0.097
H -6.509 -1.172 1.751 0.0 0.1 0.1 0.082
C 7.033 1.487 3.512 0.0 0.0 0.0 -0.073
C 5.977 0.622 2.831 0.0 0.0 0.1 -0.438
C 5.184 1.351 1.742 -0.1 -0.1 -0.1 -0.213
O 4.197 2.236 2.224 0.0 0.1 0.1 -0.192
C 4.645 3.527 2.578 -0.1 0.0 0.0 -0.107
N 5.117 0.028 3.856 -0.1 0.0 -0.1 0.041
H 6.580 2.188 4.214 0.0 0.0 0.0 0.064
H 7.719 0.859 4.078 0.0 0.0 0.0 0.073
H 7.611 2.057 2.782 0.0 0.0 0.0 0.076
H 6.498 -0.200 2.329 0.0 0.0 0.0 0.133
H 4.638 0.603 1.161 0.0 0.0 0.0 0.118
H 5.857 1.873 1.047 0.0 0.0 0.1 0.119
H 5.455 3.859 1.920 0.0 0.0 0.0 0.089
H 4.985 3.580 3.616 0.1 0.0 0.0 0.075
H 3.798 4.203 2.464 0.0 0.0 0.0 0.089
H 4.486 -0.641 3.427 0.0 0.0 0.0 0.072
H 4.509 0.757 4.217 0.0 0.0 0.0 0.071
C 2.937 -1.977 -4.131 0.1 0.0 0.0 -0.070
C 3.077 -2.389 -2.669 -0.1 0.0 -0.1 -0.433
C 3.611 -3.815 -2.481 0.1 0.0 0.1 -0.210
O 2.671 -4.842 -2.723 -0.1 0.0 0.0 -0.186
C 2.503 -5.215 -4.073 0.0 0.0 0.0 -0.114
N 1.810 -2.154 -1.984 0.1 -0.2 0.0 0.061
H 2.061 -2.435 -4.590 0.0 0.0 0.0 0.064
H 2.809 -0.897 -4.200 0.0 0.0 0.0 0.074
H 3.818 -2.256 -4.714 0.0 0.0 0.0 0.075
H 3.819 -1.728 -2.209 0.1 0.0 0.0 0.134
H 3.904 -3.934 -1.436 0.0 0.0 0.0 0.121
H 4.507 -3.978 -3.098 0.0 0.0 0.0 0.116
H 3.450 -5.153 -4.621 0.0 0.0 0.0 0.087
H 1.759 -4.599 -4.585 0.0 0.0 0.0 0.075
H 2.158 -6.249 -4.083 0.0 0.0 0.0 0.085
H 1.898 -2.297 -0.982 -0.1 0.2 0.0 0.063
H 1.149 -2.866 -2.282 -0.1 0.1 -0.1 0.079
```
Forces are in eV/Å.

Values from the calculation:
Lowest unoccupied orbital energy: 0.076 hartree
Charge: -1
Max |F|: 2.2 eV Å⁻¹
Energy relative to the best compared isomer or geometry (same formula, charge and spin): 0.00 kcal/mol
Kohn-Sham gap: 6.57 eV

---

The highest lowest unoccupied orbital energy belongs to which entry?
C24H52N2NbO4